Record 1
Density functional theory data (wB97M-V/def2-TZVPD) for a structure of composition C18H16BrN3OPb in a non-equilibrium geometry.

Summary:
HOMO (alpha / beta)   -20.667 / -20.667 eV
Orbital gap (alpha / beta)   3.6836 / 3.6887 eV
LUMO (alpha / beta)   -16.983 / -16.978 eV
Total charge   +4

Positions of all 40 atoms, in Å:
Pb (0.033, 0.418, -0.146)
O (0.048, 2.584, 1.134)
C (0.944, 2.736, 2.230)
C (1.645, 1.457, 2.555)
C (2.460, 1.422, 3.683)
C (3.182, 0.280, 3.977)
C (3.075, -0.818, 3.127)
C (2.229, -0.727, 2.045)
N (1.519, 0.382, 1.754)
H (-0.343, 3.440, 0.912)
H (0.423, 3.108, 3.117)
H (1.703, 3.495, 2.007)
H (2.530, 2.295, 4.320)
H (3.821, 0.240, 4.849)
H (3.631, -1.727, 3.306)
H (2.104, -1.574, 1.379)
Br (3.797, -4.677, -4.942)
C (2.724, -3.949, -3.663)
C (2.892, -2.563, -3.290)
C (2.095, -2.033, -2.339)
C (1.072, -2.826, -1.687)
C (0.899, -4.209, -2.105)
C (1.702, -4.755, -3.043)
N (0.317, -2.218, -0.754)
C (-0.559, -2.913, -0.022)
C (-1.494, -2.353, 0.878)
C (-2.334, -3.255, 1.565)
C (-3.327, -2.772, 2.411)
C (-3.458, -1.405, 2.537)
C (-2.562, -0.550, 1.843)
N (-1.611, -0.992, 1.051)
H (3.650, -1.964, -3.782)
H (2.217, -0.992, -2.072)
H (0.123, -4.837, -1.692)
H (1.575, -5.792, -3.335)
H (-0.593, -3.999, -0.072)
H (-2.213, -4.324, 1.429)
H (-3.979, -3.453, 2.944)
H (-4.232, -0.973, 3.162)
H (-2.654, 0.524, 1.963)

Record 2
Density functional theory data (wB97M-V/def2-TZVPD) for an isolated molecule of C18H16Cl2N2O2 in a non-equilibrium geometry.

Summary:
HOMO   -7.938 eV
Orbital gap   7.5268 eV
Energy relative to the best compared isomer or geometry (same formula, charge and spin)   151.33 kJ/mol
LUMO   -0.412 eV
Total charge   0
SMILES string   CCNc1ccc([C@@]2(C)C(=O)Nc3cc(Cl)cc(Cl)c3C2=O)cc1

Positions of all 40 atoms, in Å:
O (-0.843, -2.801, -2.424)
O (-3.529, -1.576, 0.777)
Cl (-2.600, 3.419, -4.481)
Cl (-0.010, -1.216, -4.737)
C (-1.254, -1.824, -1.785)
C (-2.700, -1.191, 0.006)
C (-1.500, 0.918, -4.371)
C (-2.784, 1.552, -2.450)
C (1.919, -0.069, 0.655)
C (0.493, -0.074, 2.552)
C (1.006, -0.838, -0.045)
C (-0.433, -0.800, 1.813)
C (-2.296, 1.850, -3.743)
C (-1.118, -0.244, -3.765)
C (-1.600, -0.553, -2.464)
C (-2.456, 0.333, -1.807)
C (1.685, 0.336, 1.981)
C (-0.245, -1.196, 0.491)
N (-3.048, -0.039, -0.630)
N (2.526, 1.133, 2.774)
C (-1.490, -3.450, 0.246)
C (4.199, 2.777, 3.274)
C (-1.389, -1.957, -0.265)
C (3.843, 1.686, 2.314)
H (-1.114, 1.167, -5.369)
H (-3.435, 2.278, -2.009)
H (2.833, 0.246, 0.158)
H (0.337, 0.166, 3.594)
H (1.305, -1.189, -1.028)
H (-1.321, -1.095, 2.341)
H (-3.978, 0.271, -0.409)
H (2.268, 1.320, 3.738)
H (-1.519, -3.491, 1.337)
H (-2.336, -3.972, -0.199)
H (-0.600, -3.942, -0.116)
H (5.109, 3.275, 2.919)
H (4.403, 2.336, 4.244)
H (3.360, 3.502, 3.329)
H (3.716, 2.054, 1.291)
H (4.594, 0.898, 2.261)

Record 3
Density functional theory data (wB97M-V/def2-TZVPD) for an isolated molecule of C18H16Cl2N2O2.

Summary:
HOMO   -8.520 eV
Orbital gap   9.1288 eV
Energy relative to the best compared isomer or geometry (same formula, charge and spin)   0.00 kJ/mol
LUMO   0.609 eV
Total charge   0
SMILES string   O=C(Nc1ccc(Cl)cc1)[C@H]1CCC(=O)N1Cc1ccccc1Cl

Positions of all 40 atoms, in Å:
O (-0.143, -1.482, -2.020)
C (-0.591, -1.248, -0.922)
N (0.133, -1.031, 0.206)
C (1.513, -0.864, 0.336)
C (2.391, -1.001, -0.734)
C (3.745, -0.791, -0.549)
C (4.227, -0.453, 0.705)
C (3.364, -0.328, 1.782)
C (2.012, -0.534, 1.595)
H (1.334, -0.426, 2.429)
H (3.747, -0.068, 2.756)
Cl (5.919, -0.181, 0.931)
H (4.425, -0.890, -1.380)
H (2.010, -1.259, -1.708)
H (-0.396, -0.800, 1.039)
C (-2.103, -1.214, -0.655)
N (-2.498, -0.034, 0.077)
C (-3.280, -0.265, 1.161)
O (-3.780, 0.589, 1.852)
C (-3.413, -1.769, 1.335)
H (-4.467, -2.024, 1.228)
C (-2.546, -2.393, 0.239)
H (-1.675, -2.891, 0.667)
H (-3.094, -3.132, -0.342)
H (-3.107, -2.056, 2.340)
C (-2.349, 1.284, -0.502)
C (-0.910, 1.690, -0.676)
C (-0.346, 1.780, -1.942)
C (0.979, 2.141, -2.112)
C (1.764, 2.429, -1.010)
C (1.225, 2.349, 0.262)
C (-0.099, 1.975, 0.421)
Cl (-0.743, 1.833, 2.027)
H (1.827, 2.565, 1.130)
H (2.797, 2.711, -1.133)
H (1.396, 2.194, -3.105)
H (-0.955, 1.555, -2.804)
H (-2.854, 1.311, -1.475)
H (-2.860, 1.968, 0.185)
H (-2.598, -1.239, -1.636)

Record 4
Density functional theory data (wB97M-V/def2-TZVPD) for a cluster of 2 separate species, C18H16Cl2O4 in total.

Summary:
HOMO   -9.317 eV
Orbital gap   8.6633 eV
LUMO   -0.653 eV
Total charge   0
SMILES string   C[C@@H](O)COc1cccc2c1C(=O)c1ccccc1C2=O.ClCCl

Positions of all 40 atoms, in Å:
C (5.028, -1.672, -0.307)
C (4.342, -0.912, -1.433)
O (3.253, -1.617, -1.978)
C (3.919, 0.483, -0.912)
O (2.586, 0.792, -1.304)
C (1.883, 1.534, -0.409)
C (2.160, 2.897, -0.303)
C (1.425, 3.712, 0.543)
C (0.386, 3.170, 1.292)
C (0.099, 1.818, 1.176)
C (0.845, 0.979, 0.333)
C (0.477, -0.465, 0.287)
O (1.271, -1.357, 0.083)
C (-0.964, -0.765, 0.546)
C (-1.556, -1.883, -0.032)
C (-2.898, -2.138, 0.205)
C (-3.643, -1.289, 1.021)
C (-3.053, -0.186, 1.622)
C (-1.711, 0.080, 1.370)
C (-1.021, 1.244, 1.982)
O (-1.335, 1.703, 3.059)
H (5.888, -1.102, 0.051)
H (5.346, -2.659, -0.635)
H (4.334, -1.752, 0.533)
H (5.057, -0.782, -2.248)
H (2.859, -2.176, -1.301)
H (3.980, 0.514, 0.179)
H (4.598, 1.246, -1.303)
H (2.957, 3.300, -0.913)
H (1.660, 4.766, 0.610)
H (-0.199, 3.783, 1.963)
H (-0.963, -2.528, -0.665)
H (-3.385, -2.993, -0.243)
H (-4.688, -1.491, 1.191)
H (-3.603, 0.488, 2.262)
C (-7.202, -0.930, -1.323)
Cl (-5.899, 0.243, -1.532)
Cl (-6.702, -2.323, -0.352)
H (-8.027, -0.443, -0.817)
H (-7.504, -1.288, -2.299)

| no. | E_tot (eV) |
| --- | --- |
| 1 | -100688.8364 |
| 2 | -51046.1140 |
| 3 | -51047.6825 |
| 4 | -52160.0518 |